P:
{"formula": "C2H3N5O", "method": "wB97M-V/def2-TZVPD", "species": ["C", "C", "H", "H", "H", "N", "N", "N", "N", "N", "O"], "xyz": [[-0.41, 0.57, -0.30], [2.30, -0.21, 0.05], [-3.28, -0.01, 0.31], [-1.97, -1.14, 0.70], [3.45, -0.31, -0.28], [-2.44, -0.33, -0.05], [-1.63, 0.86, -0.16], [0.61, 1.46, -0.13], [1.84, 1.16, 0.15], [1.48, -1.20, -0.25], [0.03, -0.86, -0.03]], "smiles": "N/N=c1/nncno1", "charge": 0, "homo_lumo_gap_ev": 7.85}



Q:
{"formula": "C2H3N5O", "method": "wB97M-V/def2-TZVPD", "species": ["C", "C", "H", "H", "H", "N", "N", "N", "N", "N", "O"], "xyz": [[-1.27, 0.02, -0.20], [2.11, 0.65, -0.67], [-2.94, -0.80, 0.77], [-1.24, -1.07, 1.46], [2.91, 1.21, -1.29], [-1.93, -0.06, 1.10], [0.19, 0.01, -0.16], [0.81, 0.98, -0.88], [2.18, -0.33, 0.43], [1.01, -0.62, 0.76], [-1.85, 0.01, -1.32]], "charge": 0, "homo_lumo_gap_ev": 10.62}



Quick one: least stable of them? P



P:
{"formula": "C4H19NO6S2", "method": "wB97M-V/def2-TZVPD", "species": ["S", "S", "C", "C", "C", "N", "C", "O", "H", "H", "H", "H", "H", "H", "H", "H", "H", "H", "H", "O", "H", "H", "O", "H", "H", "O", "H", "H", "O", "H", "H", "O"], "xyz": [[-0.90, 3.42, 0.91], [-0.88, 1.58, 1.66], [0.62, 0.63, 2.06], [1.43, 0.23, 0.83], [0.75, -0.70, -0.13], [0.77, -2.04, 0.09], [1.09, -2.74, 1.31], [0.42, -0.35, -1.27], [-0.73, 3.44, -0.42], [0.43, -0.26, 2.68], [1.20, 1.15, 2.83], [2.39, -0.21, 1.12], [1.69, 1.14, 0.31], [0.51, -2.57, -0.73], [1.81, -3.55, 1.16], [0.21, -3.19, 1.78], [1.53, -2.06, 2.03], [-2.62, -3.14, 0.01], [-2.05, -2.36, -1.15], [-2.87, -2.77, -0.85], [-0.61, -1.26, -2.52], [-1.55, -2.05, -3.58], [-0.70, -1.99, -3.15], [1.51, 0.88, -2.47], [2.07, -0.34, -3.20], [2.21, 0.60, -3.07], [3.63, 0.97, -1.84], [4.04, 2.15, -0.96], [3.94, 1.19, -0.94], [-2.85, -1.50, 1.31], [-4.08, -1.18, 0.67], [-3.78, -1.47, 1.55]], "smiles": "CNC(=O)CCSS.O.O.O.O.O", "charge": 0, "homo_lumo_gap_ev": 9.46}



Q:
{"formula": "C4H19NO6S2", "method": "wB97M-V/def2-TZVPD", "species": ["N", "C", "C", "O", "C", "S", "S", "C", "H", "H", "H", "H", "H", "H", "H", "H", "H", "H", "H", "O", "H", "H", "O", "H", "H", "O", "H", "H", "O", "H", "H", "O"], "xyz": [[-2.92, -1.65, 0.97], [-2.03, -0.65, 0.42], [-2.68, 0.73, 0.26], [-3.50, 0.92, -0.60], [-0.82, -0.51, 1.36], [0.23, -1.99, 1.11], [1.81, -1.74, 2.29], [3.13, -1.04, 1.28], [-3.77, -1.67, 0.43], [-3.10, -1.63, 1.96], [-1.71, -0.97, -0.57], [-2.28, 1.57, 0.86], [-0.29, 0.42, 1.20], [-1.09, -0.59, 2.41], [3.80, -1.86, 1.04], [2.90, -0.61, 0.29], [3.63, -0.18, 1.74], [-2.15, 2.89, 1.98], [-0.61, 2.64, 1.64], [-1.36, 2.40, 2.20], [1.81, -0.79, -2.11], [2.70, 0.06, -3.01], [2.00, 0.14, -2.35], [1.54, -3.10, -1.84], [1.22, -2.80, -3.32], [1.82, -2.57, -2.60], [1.23, 3.60, 0.09], [0.38, 2.64, -0.77], [0.47, 3.01, 0.12], [-0.61, 0.55, -1.98], [0.61, 1.35, -2.27], [-0.37, 1.43, -2.26]], "smiles": "CSSC[C@@H](N)C=O.O.O.O.O.O", "charge": 0, "homo_lumo_gap_ev": 8.68}



Quick one: least stable of them? Q



P:
{"formula": "C5H14N2O2", "method": "wB97M-V/def2-TZVPD", "species": ["C", "C", "C", "C", "C", "N", "N", "O", "O", "H", "H", "H", "H", "H", "H", "H", "H", "H", "H", "H", "H", "H", "H"], "xyz": [[0.30, -0.09, -0.28], [-1.00, 0.26, -0.52], [-0.86, -1.71, -1.77], [0.28, 1.95, 1.04], [1.40, 1.64, 2.00], [1.41, 0.30, -1.05], [-1.60, -2.65, -1.05], [0.52, -1.05, 0.66], [-2.00, -0.03, 0.34], [1.43, -0.93, 0.97], [-1.62, -0.49, 1.11], [-1.26, 0.97, -1.28], [1.36, 1.27, -1.32], [1.60, -0.31, -1.84], [-1.12, -2.99, -0.23], [-2.53, -2.32, -0.80], [-1.38, -1.27, -2.61], [0.13, -2.08, -2.04], [0.49, 2.77, 0.36], [-0.69, 2.08, 1.51], [2.33, 1.38, 1.47], [1.15, 0.80, 2.66], [1.66, 2.48, 2.67]], "charge": 0, "homo_lumo_gap_ev": [6.34, 7.02]}



Q:
{"formula": "C5H14N2O2", "method": "wB97M-V/def2-TZVPD", "species": ["C", "C", "C", "C", "C", "N", "N", "O", "O", "H", "H", "H", "H", "H", "H", "H", "H", "H", "H", "H", "H", "H", "H"], "xyz": [[0.73, -0.47, -0.30], [-0.72, -0.97, -0.17], [1.95, 1.53, -1.06], [1.38, -0.32, 1.09], [-2.90, -0.37, 0.73], [0.74, 0.74, -1.12], [-1.46, -0.24, 0.86], [-0.39, 1.56, -0.94], [1.50, -1.42, -1.00], [-0.61, 1.61, 0.01], [1.25, -1.37, -1.93], [-1.17, -0.57, 1.78], [-0.69, -2.05, 0.02], [-1.22, -0.80, -1.12], [2.08, 2.05, -0.10], [2.80, 0.86, -1.23], [1.90, 2.27, -1.86], [1.22, -1.24, 1.65], [2.45, -0.18, 0.97], [0.95, 0.52, 1.63], [-3.20, 0.08, -0.21], [-3.24, -1.41, 0.75], [-3.37, 0.17, 1.54]], "smiles": "CNC[C@@](C)(O)N(C)O", "charge": 0, "homo_lumo_gap_ev": 9.68}



Quick one: least stable of them? P



P:
{"formula": "C2H3N2O2", "method": "wB97M-V/def2-TZVPD", "species": ["C", "C", "N", "N", "O", "O", "H", "H", "H"], "xyz": [[0.01, -0.17, -0.61], [1.07, -0.39, 0.17], [1.96, 0.57, 0.46], [-2.63, 0.80, -0.56], [-3.36, 0.12, 0.13], [2.82, 0.28, 1.35], [-0.05, 0.85, -1.15], [-0.87, -0.72, -0.65], [1.05, -1.33, 0.86]], "charge": -1, "homo_lumo_gap_ev": [6.31, 4.64]}



Q:
{"formula": "C2H3N2O2", "method": "wB97M-V/def2-TZVPD", "species": ["C", "C", "N", "N", "O", "O", "H", "H", "H"], "xyz": [[-0.07, 0.12, -0.15], [-0.34, -0.38, -1.46], [-0.51, 1.29, 0.20], [-2.36, 1.37, 0.98], [-2.41, 2.46, 1.50], [-0.98, 0.27, -2.31], [0.62, -0.59, 0.38], [0.19, -1.30, -1.59], [-0.40, 1.76, 1.14]], "charge": -1, "homo_lumo_gap_ev": [6.44, 7.25]}



R:
{"formula": "C2H3N2O2", "method": "wB97M-V/def2-TZVPD", "species": ["C", "C", "N", "N", "O", "O", "H", "H", "H"], "xyz": [[0.75, -0.01, 0.11], [-0.20, -0.82, -0.57], [1.04, 0.12, 1.36], [-2.31, 1.01, 0.34], [-1.37, 0.91, -0.47], [-0.88, -1.71, -0.01], [1.45, 0.43, -0.68], [-0.23, -0.61, -1.62], [1.76, 0.67, 1.55]], "charge": -1, "homo_lumo_gap_ev": [5.93, 6.87]}



S:
{"formula": "C2H3N2O2", "method": "wB97M-V/def2-TZVPD", "species": ["C", "C", "N", "N", "O", "O", "H", "H", "H"], "xyz": [[1.60, 0.08, -0.05], [-0.99, 0.47, 0.03], [-0.85, -0.92, -0.37], [0.19, -0.22, 0.40], [2.43, -0.83, 0.28], [1.68, 1.20, -0.51], [-0.99, 0.99, -0.96], [-1.71, 0.81, 0.84], [-1.37, -1.59, 0.34]], "smiles": "O=C([O-])N1CN1", "charge": -1, "homo_lumo_gap_ev": 8.25}



Quick one: least stable of them? P



P:
{"formula": "CH3F2PS", "method": "wB97M-V/def2-TZVPD", "species": ["C", "F", "F", "P", "S", "H", "H", "H"], "xyz": [[-0.38, -1.14, -0.78], [0.76, 2.75, 0.90], [0.92, 0.66, 2.01], [-0.17, 1.46, 1.06], [0.47, 0.44, -0.90], [0.06, -1.65, -1.68], [-1.38, -0.99, -0.88], [-0.27, -1.53, 0.28]], "smiles": "CSP(F)F", "charge": 0, "homo_lumo_gap_ev": 9.54}



Q:
{"formula": "CH3F2PS", "method": "wB97M-V/def2-TZVPD", "species": ["C", "F", "F", "P", "S", "H", "H", "H"], "xyz": [[0.86, 0.08, -0.65], [-1.65, 1.70, -0.54], [0.99, -1.23, -0.18], [-0.83, 0.38, -0.08], [2.03, 1.19, 0.17], [-1.56, -0.59, -0.75], [-1.44, 0.31, 1.18], [2.88, 1.24, -0.86]], "smiles": "F[PH2]=C(F)S", "charge": 0, "homo_lumo_gap_ev": 8.50}



Quick one: least stable of them? Q



P:
{"formula": "C4H12O", "method": "wB97M-V/def2-TZVPD", "species": ["C", "C", "O", "H", "H", "H", "H", "H", "H", "C", "C", "H", "H", "H", "H", "H", "H"], "xyz": [[-1.61, -0.91, -0.57], [-2.91, -0.32, -0.09], [-1.63, -1.40, -1.95], [-0.74, -0.29, -0.45], [-1.28, -2.04, -0.17], [-3.56, -0.18, -0.87], [-1.88, -0.74, -2.55], [-2.58, 0.71, 0.30], [-3.33, -0.79, 0.90], [2.10, 1.36, 0.52], [2.84, 0.07, 0.92], [1.05, 1.35, 0.42], [2.06, 2.36, 1.04], [2.42, 1.69, -0.49], [3.23, 0.23, 1.81], [3.51, -0.19, 0.16], [2.32, -0.92, 1.07]], "smiles": "CCO.CC", "charge": 0, "homo_lumo_gap_ev": 11.27}



Q:
{"formula": "C4H12O", "method": "wB97M-V/def2-TZVPD", "species": ["C", "C", "O", "H", "H", "H", "H", "H", "H", "C", "C", "H", "H", "H", "H", "H", "H"], "xyz": [[-1.51, -0.80, -0.10], [-2.51, -0.60, 1.02], [-0.42, -1.60, 0.37], [-1.96, -1.42, -0.90], [-1.05, 0.11, -0.45], [-2.25, -1.08, 1.96], [0.44, -1.19, 0.54], [-3.51, -0.99, 0.82], [-2.62, 0.48, 1.22], [1.63, 1.57, -0.68], [2.19, 0.14, -0.41], [1.70, 1.77, -1.75], [0.67, 1.69, -0.17], [2.26, 2.36, -0.28], [1.54, -0.46, -1.03], [3.19, 0.04, -0.82], [2.24, -0.02, 0.67]], "smiles": "CCO.CC", "charge": 0, "homo_lumo_gap_ev": 11.07}



Quick one: least stable of them? P



P:
{"formula": "C3H3N3", "method": "wB97M-V/def2-TZVPD", "species": ["C", "C", "C", "N", "N", "N", "H", "H", "H"], "xyz": [[0.01, -0.53, -0.03], [-0.63, 0.70, 0.05], [1.36, 1.74, -0.09], [1.29, -0.63, 0.07], [1.93, 0.64, 0.06], [-1.75, 1.23, 0.04], [-0.36, -1.56, 0.12], [2.91, 0.65, 0.23], [-2.56, 0.78, -0.48]], "charge": 0, "homo_lumo_gap_ev": [7.10, 7.10]}



Q:
{"formula": "C3H3N3", "method": "wB97M-V/def2-TZVPD", "species": ["N", "C", "C", "N", "C", "N", "H", "H", "H"], "xyz": [[-0.30, 0.60, -1.05], [0.38, 0.13, 0.15], [-0.24, 0.80, 1.32], [-0.76, 1.40, 2.16], [0.34, -1.36, 0.22], [0.23, -2.49, 0.00], [0.17, 0.23, -1.87], [-1.25, 0.25, -1.03], [1.43, 0.44, 0.12]], "smiles": "N#CC(N)C#N", "charge": 0, "homo_lumo_gap_ev": 11.67}



Quick one: least stable of them? P



P:
{"formula": "C3H3N3", "method": "wB97M-V/def2-TZVPD", "species": ["N", "C", "C", "N", "C", "N", "H", "H", "H"], "xyz": [[-1.22, -0.05, -1.22], [0.21, -0.03, 1.02], [-0.58, -0.46, -0.10], [-0.21, -1.44, 0.58], [1.59, 0.36, 0.76], [2.66, 0.68, 0.47], [-1.28, 0.95, -1.32], [-0.98, -0.53, -2.07], [-0.25, 0.41, 1.90]], "smiles": "N#C[C@@H]1N=C1N", "charge": 0, "homo_lumo_gap_ev": 10.82}



Q:
{"formula": "C3H3N3", "method": "wB97M-V/def2-TZVPD", "species": ["C", "C", "N", "N", "N", "C", "H", "H", "H"], "xyz": [[0.19, 0.95, -0.31], [1.30, 0.12, -0.04], [1.11, -1.18, -0.27], [-0.07, -1.67, 0.20], [-1.10, -0.99, 0.43], [-1.04, 0.35, -0.08], [-0.76, 1.21, 0.76], [2.32, 0.48, 0.07], [-1.97, 0.72, -0.50]], "charge": 0, "homo_lumo_gap_ev": 8.44}



R:
{"formula": "C3H3N3", "method": "wB97M-V/def2-TZVPD", "species": ["C", "C", "C", "N", "N", "N", "H", "H", "H"], "xyz": [[1.44, 0.42, 0.56], [-0.58, -0.63, 0.77], [-1.13, -0.42, -0.48], [0.43, -0.28, 1.31], [0.98, 0.71, -0.63], [0.07, 0.16, -1.25], [2.29, 0.91, 1.14], [-1.58, -1.27, -0.98], [-1.92, 0.40, -0.44]], "charge": 0, "homo_lumo_gap_ev": [7.31, 7.30]}



Quick one: least stable of them? Q



P:
{"formula": "C3H3N3", "method": "wB97M-V/def2-TZVPD", "species": ["N", "C", "C", "N", "C", "N", "H", "H", "H"], "xyz": [[0.98, -0.56, -0.56], [-0.14, -0.25, 0.41], [0.10, 1.18, 0.47], [0.45, 2.28, 0.41], [-1.53, -0.59, -0.04], [-2.60, -0.85, -0.39], [1.92, -0.33, -0.23], [0.86, -0.16, -1.48], [-0.04, -0.72, 1.41]], "smiles": "N#CC(N)C#N", "charge": 0, "homo_lumo_gap_ev": 10.97}



Q:
{"formula": "C3H3N3", "method": "wB97M-V/def2-TZVPD", "species": ["C", "C", "C", "N", "N", "N", "H", "H", "H"], "xyz": [[-0.98, 1.12, -0.58], [-0.40, -1.12, -1.02], [0.64, -0.01, 0.83], [-1.25, 2.21, -0.78], [-0.42, -2.11, -1.59], [-0.46, -0.05, -0.29], [1.02, 0.98, 1.09], [0.35, -0.46, 1.81], [1.50, -0.55, 0.54]], "smiles": "CN(C#N)C#N", "charge": 0, "homo_lumo_gap_ev": 11.02}



Quick one: least stable of them? Q